Entry 1:
A 11-piece molecular cluster, C38H65Cl20IN3O6P overall, computed with ωB97M-V/def2-TZVPD.

Positions of all 134 atoms, in Å:
C1 -1.881 -7.418 1.951
C2 -1.230 -6.767 3.343
O1 -2.260 -5.879 3.911
C3 0.082 -5.885 2.832
N1 -0.469 -4.730 2.020
C4 -0.416 -3.416 2.770
C5 -0.453 -2.164 1.662
O2 0.882 -2.140 1.045
C6 1.062 -0.995 0.138
C7 1.330 -1.147 -1.506
P1 1.380 -2.924 -2.282
N2 0.233 -3.170 -3.400
C8 1.549 0.189 -2.489
C9 1.819 0.057 -4.100
C10 1.080 1.190 -5.027
C11 -0.285 0.653 -5.790
O3 -0.048 -0.650 -6.467
C12 1.529 1.719 -1.822
C13 1.243 1.875 -0.215
C14 1.007 0.542 0.710
C15 0.734 1.160 2.204
O4 0.752 0.620 3.426
N3 0.461 2.633 1.990
C16 -0.967 3.065 1.740
C17 -2.044 1.843 1.557
O5 -2.157 1.070 0.441
I1 -3.522 1.335 3.151
C18 1.147 3.188 0.761
O6 1.569 4.447 0.622
H1 -0.979 -7.792 1.276
H2 -2.411 -6.557 1.353
H3 -2.654 -8.283 2.187
H4 -0.914 -7.610 4.111
H5 -2.360 -6.130 4.882
H6 0.777 -5.571 3.724
H7 0.709 -6.624 2.145
H8 0.161 -4.675 1.174
H9 -1.296 -3.284 3.565
H10 0.642 -3.341 3.307
H11 -1.329 -2.410 0.922
H12 -0.733 -1.211 2.282
H13 1.227 -3.924 -1.238
H14 2.714 -3.075 -2.821
H15 -0.349 -2.307 -3.472
H16 1.593 -1.052 -4.475
H17 2.991 0.209 -4.256
H18 0.784 2.176 -4.471
H19 1.864 1.512 -5.867
H20 -0.491 1.429 -6.671
H21 -1.206 0.603 -5.046
H22 -0.769 -1.246 -6.099
H23 1.714 2.701 -2.473
H24 -1.269 3.859 2.570
H25 -0.969 3.673 0.714
Cl1 -4.147 -8.573 -0.225
C19 -3.258 -9.694 -1.286
C20 -3.112 -11.076 -0.669
Cl2 -2.024 -11.071 0.741
H26 -2.284 -9.248 -1.511
H27 -3.824 -9.762 -2.220
H28 -2.680 -11.765 -1.400
H29 -4.079 -11.479 -0.351
Cl3 -1.809 7.146 3.864
C21 -0.455 7.244 2.712
C22 0.723 6.380 3.135
Cl4 1.527 7.007 4.595
H30 -0.168 8.295 2.612
H31 -0.837 6.902 1.745
H32 1.476 6.364 2.342
H33 0.415 5.348 3.333
Cl5 -2.393 -6.564 -5.881
C23 -3.332 -5.269 -5.097
C24 -2.870 -5.006 -3.672
Cl6 -3.257 -6.360 -2.580
H34 -4.390 -5.547 -5.133
H35 -3.196 -4.369 -5.703
H36 -3.379 -4.124 -3.274
H37 -1.791 -4.829 -3.624
Cl7 0.677 10.761 1.692
C25 -0.262 12.056 2.475
C26 0.200 12.319 3.900
Cl8 -0.186 10.966 4.992
H38 -1.319 11.778 2.439
H39 -0.125 12.957 1.869
H40 -0.308 13.201 4.299
H41 1.279 12.496 3.948
Cl9 -1.502 5.317 -1.126
C27 -1.362 6.943 -1.840
C28 0.083 7.404 -1.941
Cl10 0.803 7.717 -0.342
H42 -1.963 7.631 -1.239
H43 -1.805 6.889 -2.839
H44 0.136 8.342 -2.500
H45 0.707 6.666 -2.455
Cl11 3.340 -8.018 -4.866
C29 1.750 -7.219 -4.940
C30 1.715 -5.932 -4.131
Cl12 1.817 -6.237 -2.379
H46 0.995 -7.933 -4.595
H47 1.554 -7.001 -5.994
H48 0.771 -5.409 -4.306
H49 2.533 -5.260 -4.407
Cl13 6.749 8.145 6.019
C31 5.767 7.389 7.298
C32 4.327 7.168 6.863
Cl14 3.441 8.702 6.672
H50 5.827 8.020 8.190
H51 6.236 6.428 7.530
H52 3.794 6.588 7.622
H53 4.271 6.623 5.916
Cl15 -3.403 -17.041 1.642
C33 -2.243 -15.693 1.732
C34 -2.881 -14.360 1.373
Cl16 -3.317 -14.266 -0.352
H54 -1.399 -15.926 1.074
H55 -1.873 -15.662 2.761
H56 -2.176 -13.547 1.565
H57 -3.785 -14.175 1.962
Cl17 -3.414 11.737 3.288
C35 -4.524 13.121 3.133
C36 -3.903 14.272 2.358
Cl18 -2.577 15.051 3.258
H58 -4.826 13.428 4.139
H59 -5.412 12.756 2.608
H60 -4.655 15.044 2.172
H61 -3.508 13.941 1.392
Cl19 5.443 -0.523 -3.379
C37 6.664 -0.433 -4.672
C38 6.954 1.000 -5.089
Cl20 5.573 1.748 -5.929
H62 6.311 -1.035 -5.515
H63 7.574 -0.897 -4.280
H64 7.797 1.021 -5.786
H65 7.209 1.627 -4.229

Cartesian forces, eV/Å:
C 0.5 0.3 0.5
C 0.3 -0.4 -1.6
O 1.1 -1.5 1.6
C -0.7 -1.4 0.4
N 1.8 0.0 0.4
C 1.0 1.0 -0.5
C -1.9 -1.3 2.2
O -0.7 3.2 -2.6
C 0.4 3.0 -1.4
C 0.1 3.1 2.0
P -1.7 0.9 -0.5
N 0.6 1.3 1.0
C -0.5 0.9 3.4
C 0.8 -0.1 0.5
C -0.1 -0.2 -0.9
C 0.5 0.9 -0.4
O -1.9 0.6 2.0
C -0.6 -2.7 2.7
C 0.4 -3.5 -1.9
C 0.6 0.7 -2.1
C 0.2 -2.3 3.3
O -0.4 3.3 -8.0
N 0.5 0.1 -1.2
C -1.3 1.3 0.0
C -0.7 -4.0 -6.0
O 1.2 5.6 7.5
I 1.3 0.6 -1.0
C 2.3 2.6 -0.9
O -3.0 -8.2 0.7
H -2.0 0.4 1.4
H 1.0 -1.7 1.4
H 1.8 1.9 -0.5
H -0.6 1.7 -1.6
H 0.2 0.6 -2.0
H -1.4 -0.4 -1.6
H -1.3 1.7 1.4
H -1.0 0.4 1.3
H 1.9 -0.5 -2.0
H -2.2 0.1 -0.8
H 1.9 0.6 1.0
H 0.9 -1.5 -1.4
H 0.7 1.2 -0.4
H -0.6 0.1 0.7
H 0.6 -0.9 0.0
H 0.2 2.5 0.8
H -2.5 -0.3 0.5
H 0.6 -2.0 -0.8
H -1.8 -0.8 1.8
H 0.2 -1.5 2.1
H 2.0 0.1 -1.6
H 1.6 0.9 -0.8
H -0.5 -2.6 1.6
H 0.2 -2.1 -1.6
H -0.3 -1.5 2.1
Cl -0.1 -0.1 0.0
C 0.2 -0.2 -0.1
C -0.3 0.2 -0.5
Cl 0.0 0.2 0.1
H -0.2 -0.1 0.1
H 0.1 -0.1 0.2
H -0.1 0.2 0.1
H 0.3 0.2 0.0
Cl -0.1 0.0 0.1
C 0.3 0.0 -0.2
C -0.1 -0.1 -0.3
Cl -0.1 0.0 0.0
H -0.1 -0.2 0.1
H 0.1 0.0 0.2
H -0.2 0.0 0.1
H 0.1 0.2 0.0
Cl 0.0 -0.1 0.0
C -0.2 0.3 0.2
C 0.2 0.1 -0.2
Cl 0.0 0.0 0.0
H 0.3 -0.1 0.0
H 0.1 -0.1 0.1
H 0.0 -0.1 -0.1
H -0.2 0.0 0.0
Cl 0.1 -0.1 -0.1
C -0.1 0.3 0.1
C 0.0 0.2 -0.2
Cl 0.0 -0.1 -0.1
H 0.7 0.0 0.0
H 0.1 -0.1 0.2
H 0.0 -0.2 -0.2
H -0.2 -0.2 -0.1
Cl -0.1 0.0 0.0
C 0.1 0.4 -0.2
C -0.1 0.0 -0.2
Cl 0.0 0.0 -0.2
H 0.2 -0.2 0.0
H 0.1 0.0 0.1
H -0.1 -0.1 0.1
H -0.2 0.1 0.2
Cl 0.1 -0.1 0.0
C -0.3 0.2 0.0
C -0.2 -0.1 -0.6
Cl 0.1 -0.2 0.0
H 0.2 0.2 0.0
H 0.0 0.1 0.2
H 0.2 -0.1 0.1
H -0.1 -0.2 0.1
Cl 0.0 0.0 0.0
C -0.2 -0.2 0.2
C 0.1 -0.2 0.0
Cl 0.1 0.0 0.1
H -0.1 -0.1 -0.3
H -0.1 0.1 -0.1
H 0.1 0.1 -0.1
H 0.0 0.2 0.2
Cl 0.0 0.0 0.0
C 0.1 0.2 0.0
C 0.2 -0.1 0.4
Cl 0.0 -0.3 0.0
H -0.3 0.1 0.1
H -0.1 0.1 -0.2
H -0.1 -0.2 -0.1
H 0.2 -0.1 -0.2
Cl -0.5 0.0 0.2
C -0.2 0.2 -0.1
C -0.3 -0.1 -0.2
Cl 0.1 0.0 0.0
H 0.2 0.0 -0.2
H 0.2 0.1 0.0
H 0.1 -0.1 0.1
H 0.0 0.0 0.3
Cl 0.0 0.0 0.0
C 0.3 0.0 -0.2
C 0.3 -0.1 0.2
Cl -0.1 0.0 0.0
H 0.0 0.2 0.2
H -0.1 0.2 0.0
H -0.2 -0.1 0.1
H -0.2 -0.2 -0.2

Properties
**Kohn-Sham gap**: 7.027 eV
**SMILES**: C[C@H](O)CNCCOc1c([PH2]=N)c(CCCO)cc2c1C(=O)N(CC(=O)I)C2=O.ClCCCl.ClCCCl.ClCCCl.ClCCCl.ClCCCl.ClCCCl.ClCCCl.ClCCCl.ClCCCl.ClCCCl
**Multiplicity**: 1
**Highest occupied orbital energy**: -8.79 eV
**DFT total energy**: -11944.93982 Eh



Entry 2:
A 11-piece molecular cluster, C42H116N10O12 overall, computed with ωB97M-V/def2-TZVPD.

Positions of all 180 atoms, in Å:
C1 23.444 7.263 -7.185
C2 23.370 5.850 -7.768
O1 24.519 5.091 -7.782
O2 24.005 7.345 -5.848
H1 22.428 7.644 -7.284
H2 23.979 7.881 -7.906
H3 22.941 5.968 -8.763
H4 22.616 5.306 -7.199
H5 24.668 4.883 -6.857
H6 23.268 7.056 -5.304
C3 21.209 7.311 -0.436
C4 19.957 7.095 0.559
C5 18.780 6.399 -0.109
O3 18.134 7.275 -1.091
C6 17.277 8.186 -0.569
N1 20.404 6.333 1.702
H7 20.870 7.783 -1.358
H8 21.832 6.444 -0.658
H9 21.983 7.904 0.051
H10 19.553 7.999 1.014
H11 18.145 5.848 0.585
H12 19.205 5.606 -0.724
H13 16.406 7.801 -0.039
H14 16.930 8.874 -1.340
H15 17.675 8.840 0.207
H16 19.570 6.383 2.270
H17 20.904 7.033 2.230
C7 20.416 0.880 0.346
C8 19.956 2.340 0.344
C9 18.406 2.614 0.149
O4 18.042 2.012 -1.062
C10 16.872 2.493 -1.669
N2 20.401 3.001 1.618
H18 21.502 0.828 0.268
H19 19.797 0.366 -0.390
H20 20.287 0.404 1.318
H21 20.539 2.768 -0.472
H22 18.137 3.663 0.268
H23 17.871 2.179 0.993
H24 16.730 1.962 -2.610
H25 17.040 3.557 -1.837
H26 15.972 2.253 -1.103
H27 20.358 3.989 1.413
H28 19.717 2.978 2.361
C11 14.239 2.374 -10.886
C12 15.639 2.612 -10.903
C13 16.469 1.626 -10.089
O5 16.112 1.721 -8.649
C14 16.759 2.837 -8.101
N3 16.188 2.442 -12.197
H29 13.767 2.503 -9.912
H30 13.942 1.339 -11.053
H31 13.749 2.959 -11.664
H32 15.826 3.667 -10.705
H33 17.520 1.587 -10.372
H34 16.131 0.643 -10.416
H35 16.544 2.730 -7.037
H36 16.513 3.734 -8.668
H37 17.827 2.667 -8.235
H38 15.801 1.680 -12.735
H39 15.967 3.283 -12.709
C15 14.385 9.154 -12.172
C16 15.323 10.341 -12.127
C17 16.668 9.878 -11.526
O6 16.396 9.687 -10.139
C18 17.625 9.241 -9.456
N4 15.457 10.848 -13.480
H40 14.057 8.851 -11.177
H41 14.878 8.362 -12.736
H42 13.471 9.393 -12.714
H43 14.883 11.084 -11.462
H44 17.445 10.639 -11.597
H45 17.093 9.006 -12.024
H46 17.436 9.284 -8.383
H47 18.522 9.843 -9.594
H48 17.989 8.285 -9.832
H49 15.623 11.841 -13.393
H50 14.564 10.755 -13.942
C19 21.115 -1.650 -2.481
C20 21.330 -0.663 -3.595
C21 20.522 0.589 -3.250
O7 20.614 1.547 -4.385
C22 19.965 2.868 -4.212
N5 22.728 -0.330 -3.715
H51 21.420 -1.369 -1.473
H52 21.575 -2.594 -2.775
H53 20.071 -1.961 -2.520
H54 20.960 -1.117 -4.515
H55 21.178 1.130 -2.567
H56 19.463 0.524 -2.999
H57 20.063 3.367 -5.176
H58 20.370 3.568 -3.481
H59 18.912 2.627 -4.068
H60 23.195 -0.318 -2.820
H61 22.601 0.657 -3.887
C23 13.081 9.443 -5.782
C24 14.084 8.753 -6.682
C25 13.502 7.461 -7.435
O8 14.604 6.875 -8.161
C26 14.464 5.666 -8.927
N6 14.463 9.852 -7.602
H62 13.566 10.253 -5.236
H63 12.683 8.791 -5.004
H64 12.271 9.920 -6.333
H65 14.910 8.227 -6.204
H66 12.657 7.683 -8.085
H67 13.154 6.766 -6.670
H68 14.524 4.898 -8.157
H69 15.358 5.688 -9.550
H70 13.437 5.637 -9.293
H71 13.959 9.738 -8.470
H72 15.379 9.542 -7.894
C27 20.506 10.109 -5.238
C28 19.662 11.062 -4.359
C29 18.752 11.913 -5.176
O9 19.399 13.008 -5.843
C30 19.663 12.780 -7.213
N7 18.923 10.273 -3.361
H73 19.821 9.520 -5.848
H74 21.030 9.379 -4.621
H75 21.253 10.611 -5.854
H76 20.333 11.742 -3.834
H77 18.064 12.413 -4.494
H78 18.106 11.297 -5.801
H79 20.449 12.025 -7.196
H80 20.054 13.726 -7.587
H81 18.825 12.618 -7.891
H82 19.065 10.758 -2.486
H83 19.412 9.390 -3.330
C31 17.102 5.670 -4.355
C32 18.467 6.129 -4.753
C33 18.697 6.536 -6.271
O10 18.800 5.373 -7.056
C34 19.107 5.572 -8.543
N8 19.082 7.070 -3.913
H84 17.186 5.468 -3.288
H85 16.688 4.802 -4.868
H86 16.407 6.504 -4.457
H87 19.038 5.226 -4.536
H88 19.614 7.104 -6.421
H89 18.093 7.352 -6.668
H90 18.237 5.834 -9.145
H91 19.593 4.693 -8.968
H92 19.783 6.397 -8.766
H93 18.460 7.860 -4.011
H94 18.902 6.757 -2.970
C35 23.256 9.379 -10.860
C36 21.898 8.721 -11.190
C37 20.657 9.667 -11.220
O11 19.547 9.089 -11.896
C38 19.560 9.355 -13.322
N9 21.911 7.917 -12.391
H95 23.001 10.060 -10.047
H96 23.743 9.961 -11.642
H97 23.961 8.616 -10.531
H98 21.677 7.994 -10.408
H99 21.022 10.565 -11.719
H100 20.503 10.064 -10.217
H101 18.866 8.789 -13.944
H102 20.511 9.416 -13.850
H103 19.116 10.350 -13.369
H104 21.065 7.370 -12.463
H105 22.603 7.206 -12.205
C39 19.602 1.852 -15.313
C40 19.612 2.611 -13.912
C41 18.809 3.964 -14.014
O12 18.782 4.544 -12.730
C42 17.946 5.744 -12.648
N10 19.092 1.621 -12.973
H106 18.729 1.243 -15.548
H107 20.495 1.227 -15.290
H108 19.621 2.591 -16.113
H109 20.661 2.853 -13.744
H110 17.831 3.694 -14.413
H111 19.361 4.695 -14.605
H112 16.885 5.579 -12.835
H113 18.212 6.497 -13.390
H114 18.021 6.087 -11.616
H115 19.554 1.997 -12.157
H116 18.147 1.865 -12.712

Cartesian forces, eV/Å:
C 0.6 -0.2 -0.3
C -1.3 0.4 0.9
O 0.8 0.1 -0.2
O -0.9 -0.1 -1.8
H -0.4 0.2 0.6
H 0.8 0.2 0.5
H 0.2 -0.2 -0.4
H -0.4 -0.1 0.1
H 0.5 -0.2 0.1
H 0.0 0.0 0.6
C -1.1 0.4 1.1
C 1.0 0.2 -1.5
C 1.0 0.1 -1.8
O 1.3 -2.1 0.7
C -1.5 2.1 1.2
N -0.4 0.0 0.9
H 0.2 0.1 0.0
H -0.9 -0.7 0.0
H -0.4 0.7 0.1
H 0.3 0.9 -0.9
H -0.7 0.7 0.2
H 0.0 -0.2 -0.2
H -0.3 -0.7 -0.4
H 0.0 -0.3 -0.3
H 0.8 0.2 0.1
H -0.5 -1.0 0.6
H 1.2 -0.2 0.2
C -0.9 0.2 0.8
C -0.5 0.5 1.7
C 1.6 -1.3 0.3
O 0.0 -0.3 -0.3
C 0.2 -0.2 -0.1
N 0.0 0.5 -1.2
H -0.1 0.0 -0.8
H 0.7 -0.4 -0.2
H -0.6 0.1 0.2
H -0.3 0.6 -0.1
H 0.4 0.4 -0.7
H -0.1 -0.6 0.2
H 0.3 0.2 -0.2
H -0.7 0.2 -0.1
H -0.1 0.4 0.4
H 0.7 0.6 0.0
H -0.4 -0.9 0.1
C -3.8 -0.9 0.8
C 3.0 -0.2 0.5
C -1.9 -0.4 1.9
O 0.6 -0.7 -2.5
C 0.7 -1.2 0.0
N 0.8 0.7 -2.6
H 0.0 0.7 0.1
H 0.5 -0.3 -0.5
H -0.3 0.2 0.2
H 0.3 0.0 0.7
H 0.3 0.8 0.7
H -0.3 -0.2 0.2
H -0.1 1.1 0.0
H -0.3 0.4 0.8
H 0.4 0.3 0.2
H -0.3 -0.3 0.2
H 0.1 0.0 -0.6
C -0.4 -0.1 0.0
C 0.0 -0.9 0.2
C -0.9 1.2 0.5
O 2.6 -0.9 0.4
C -1.1 0.5 -0.3
N 0.6 0.3 0.1
H 0.4 -0.3 0.0
H -0.1 -0.3 0.2
H -0.1 0.2 -0.1
H 0.2 0.1 0.3
H 0.0 0.5 -0.2
H -0.4 -0.5 0.0
H -0.2 -0.5 -0.1
H -0.4 1.0 -0.4
H -0.6 -0.5 0.2
H 0.2 0.2 -0.4
H 0.0 0.0 -0.2
C -0.8 -1.6 -0.6
C -1.1 -0.2 1.1
C 0.9 2.4 -1.7
O -0.2 0.7 0.1
C 0.2 -2.2 -0.9
N 0.1 1.0 -0.6
H 0.0 0.2 -0.2
H 0.6 0.0 0.3
H -0.3 0.3 0.6
H 0.0 0.1 -0.2
H -0.7 -0.3 1.3
H 0.2 -0.4 0.4
H 0.0 -0.2 -0.1
H 0.2 -0.5 0.6
H -0.2 0.5 0.4
H -0.1 -0.5 0.4
H 1.1 0.5 -0.8
C 0.0 -0.6 1.3
C -2.0 -0.8 -1.6
C 0.9 0.3 0.3
O 0.1 1.5 0.1
C -0.6 1.2 2.7
N 1.5 -1.3 0.0
H 0.2 0.0 -0.2
H -0.3 -0.2 -0.1
H 0.0 -0.3 -0.2
H 0.5 1.0 0.5
H -0.1 0.2 -0.3
H -0.1 -0.2 0.2
H 0.2 -0.7 -0.4
H -0.6 -0.4 -0.6
H 0.3 -0.2 -1.1
H -0.5 0.1 -0.2
H 0.5 0.5 -0.4
C -0.3 0.0 0.5
C 1.5 -0.5 -0.2
C -1.0 1.3 0.4
O -0.9 -0.7 -0.3
C 1.0 0.9 0.6
N 0.1 0.3 -0.6
H 0.0 0.0 -0.3
H 0.2 0.1 0.1
H -0.2 0.1 0.0
H 0.3 0.1 -0.1
H -0.1 -0.1 0.2
H 0.1 0.0 -0.6
H -0.1 -0.3 -1.1
H 0.4 0.0 0.1
H -0.5 -0.7 0.4
H -0.3 -0.3 0.3
H -0.1 -0.2 0.6
C -1.0 1.0 0.3
C 1.3 -2.5 -2.7
C 1.0 0.3 0.6
O 0.1 -0.3 -3.3
C -0.4 0.2 1.9
N -0.3 1.7 0.5
H -0.3 -0.3 0.1
H 0.3 0.0 -0.1
H -0.4 0.0 0.0
H 0.5 -0.3 -1.0
H 1.1 -0.3 0.9
H -1.7 -0.5 0.0
H -0.5 -0.3 0.4
H -0.3 -0.3 0.6
H 0.4 0.4 0.8
H 0.0 0.9 0.5
H 0.2 0.2 0.5
C -1.0 -0.2 0.2
C 0.5 0.8 -1.9
C 0.2 0.5 -0.6
O 1.7 -0.3 0.0
C -1.1 1.5 0.1
N 0.1 -0.9 2.6
H 0.5 0.0 0.2
H -0.4 -0.1 -0.3
H 0.0 0.1 0.2
H -0.4 -0.4 0.6
H 0.0 0.1 -0.7
H -0.8 -0.7 0.1
H 0.0 -0.8 0.8
H 0.6 -0.3 0.6
H 0.2 0.4 -0.3
H -1.1 0.3 -0.8
H 1.3 -0.1 -1.1
C 0.3 1.5 0.6
C -1.4 -0.6 -3.1
C 1.3 -1.3 0.5
O -1.5 1.5 0.8
C 0.5 -1.4 0.1
N 1.2 1.4 1.1
H -0.1 0.0 0.7
H -0.2 0.0 -0.4
H 0.5 0.0 -0.3
H 0.0 -0.1 0.5
H -0.3 0.5 0.0
H -0.2 -0.2 -0.9
H -0.2 -0.6 0.0
H 0.5 0.2 0.0
H 0.2 0.2 -0.1
H 0.2 -0.8 1.1
H -0.8 0.0 -0.4

Properties
**Total charge**: +1
**Kohn-Sham gap (spin up / spin down)**: 7.543 / 1.775 eV
**Multiplicity**: 2
**Highest occupied orbital energy (spin up / spin down)**: -10.43 / -10.43 eV
**DFT total energy**: -3119.46501 Eh



Entry 3:
C3H8BCsFINO4S as an isolated structure, computed with ωB97M-V/def2-TZVPD.

Positions of all 21 atoms, in Å:
C1 -2.878 1.465 0.046
C2 -1.345 1.404 -0.618
I1 -1.703 1.429 -2.821
C3 -0.714 -0.044 -0.111
N1 0.796 -0.111 -0.164
B1 1.086 -1.543 -0.675
O1 0.450 -2.762 -0.086
O2 2.011 -1.622 -1.836
S1 1.545 0.070 1.404
O3 0.933 1.294 2.191
O4 1.310 -1.163 2.360
F1 3.284 0.200 1.284
H1 -3.202 0.327 0.152
H2 -2.826 1.960 1.113
H3 -3.644 1.966 -0.684
H4 -0.723 2.337 -0.280
H5 -1.100 -0.250 0.975
H6 -1.145 -0.853 -0.875
H7 1.056 -3.190 0.588
H8 2.655 -2.357 -1.584
Cs1 4.155 1.442 -0.378

Cartesian forces, eV/Å:
C 0.6 -1.0 -0.2
C -1.1 -0.2 1.5
I 0.7 -0.1 1.2
C -2.3 1.3 0.1
N 1.7 -1.2 0.8
B 0.9 -2.8 -1.3
O 2.8 2.9 -0.6
O -0.7 -0.6 4.2
S -6.4 -1.0 8.8
O 3.4 -3.7 -4.6
O 2.0 4.0 -4.9
F -3.9 -2.4 2.4
H 0.4 2.4 -0.1
H -0.2 -1.0 -2.2
H 1.6 -0.8 1.7
H -1.0 -2.0 -0.9
H 0.6 0.2 -2.1
H 1.1 1.5 1.8
H -1.1 0.7 -0.9
H -1.4 0.8 -1.0
Cs 2.1 2.8 -3.7

Properties
**Total charge**: +1
**Kohn-Sham gap**: 6.723 eV
**Multiplicity**: 1
**Highest occupied orbital energy**: -12.22 eV
**DFT total energy**: -1315.25602 Eh